# 1
{
  "formula": "C13H20N5Rh",
  "method": "ωB97M-V/def2-TZVPD",
  "homo_lumo_gap_ha": [0.2578, 0.2601],
  "e_homo_ev": [-13.255, -13.233],
  "spin_multiplicity": 1,
  "total_charge": 2,
  "elements": ["Rh", "N", "C", "C", "C", "C", "C", "N", "C", "C", "C", "C", "C", "N", "H", "H", "H", "H", "H", "H", "H", "H", "H", "N", "C", "C", "N", "H", "H", "H", "H", "H", "H", "H", "H", "H", "C", "H", "H"],
  "xyz": [[0.2325, 0.4180, -0.3200], [2.7151, -0.2943, 1.8606], [3.1230, -0.2875, 0.5418], [4.5001, -0.2187, 0.2937], [4.9528, -0.2572, -0.9995], [4.0335, -0.3667, -2.0452], [2.7056, -0.4076, -1.7275], [2.2383, -0.3681, -0.4503], [1.4736, -0.2934, 2.4662], [1.4548, -0.2637, 3.8692], [0.2574, -0.2883, 4.5319], [-0.9264, -0.3567, 3.7930], [-0.8268, -0.3689, 2.4311], [0.3436, -0.3235, 1.7558], [3.4822, -0.3004, 2.5122], [5.1894, -0.1429, 1.1252], [6.0144, -0.2027, -1.2033], [4.3525, -0.4208, -3.0756], [1.9516, -0.4925, -2.4949], [2.3878, -0.2213, 4.4170], [0.2276, -0.2554, 5.6130], [-1.8919, -0.3919, 4.2759], [-1.7167, -0.4330, 1.8181], [-4.8861, -0.7247, -2.4192], [-4.0180, 0.5138, -2.3962], [-2.5285, 0.2022, -2.2947], [-2.0419, -0.2745, -0.9952], [-5.8746, -0.4807, -2.5139], [-4.7840, -1.2699, -1.5619], [-4.6416, -1.3251, -3.2097], [-4.3439, 1.1320, -1.5614], [-4.2126, 1.0600, -3.3173], [-2.0116, 1.1335, -2.5205], [-2.2353, -0.5130, -3.0656], [-2.2175, -1.2555, -0.8196], [-2.4231, 0.2788, -0.2341], [0.0014, 2.3013, -0.6871], [0.8554, 2.9178, -0.9594], [-0.9123, 2.8414, -0.4326]]
}



# 2
{
  "formula": "C13H20N9RhS4",
  "method": "ωB97M-V/def2-TZVPD",
  "homo_lumo_gap_ha": 0.2718,
  "e_homo_ev": -13.983,
  "spin_multiplicity": 1,
  "total_charge": 2,
  "elements": ["Rh", "C", "S", "C", "S", "N", "N", "C", "C", "C", "C", "C", "C", "N", "H", "H", "H", "H", "H", "H", "H", "H", "N", "N", "C", "N", "S", "H", "H", "H", "H", "H", "C", "C", "C", "N", "N", "C", "N", "S", "H", "H", "H", "H", "H", "H", "H"],
  "xyz": [[-0.1499, -0.9313, 0.1821], [-4.6200, -0.5396, 3.0478], [-3.5924, 0.9403, 2.8880], [-2.1863, 0.3595, 2.0372], [-2.3985, -0.8131, 0.7431], [-1.0708, 0.9448, 2.3378], [-0.0274, 0.5566, 1.5376], [1.0615, 1.2229, 1.5536], [2.1874, 0.7012, 0.7796], [3.4443, 1.2664, 0.8411], [4.4611, 0.7242, 0.0611], [4.1788, -0.3579, -0.7494], [2.8941, -0.8877, -0.7425], [1.9246, -0.3813, 0.0096], [-5.5420, -0.1859, 3.5056], [-4.1475, -1.2581, 3.7117], [-4.8559, -0.9817, 2.0848], [1.1369, 2.1325, 2.1399], [3.6223, 2.1207, 1.4801], [5.4545, 1.1513, 0.0854], [4.9345, -0.7994, -1.3833], [2.6363, -1.7414, -1.3558], [0.1076, -2.2983, 1.7418], [0.1757, -3.6482, 1.3341], [0.0977, -3.9895, 0.0351], [0.1399, -5.2751, -0.2683], [0.0047, -2.8216, -1.2078], [0.9188, -2.0780, 2.3176], [-0.7405, -2.1743, 2.2999], [0.2363, -4.3442, 2.0644], [0.1873, -6.0056, 0.4257], [0.0759, -5.5555, -1.2346], [-0.4213, 4.7916, -1.6814], [0.4243, 3.7438, -2.4117], [-0.1338, 2.3695, -2.2362], [0.2231, 1.5492, -1.3183], [-0.4942, 0.3747, -1.3409], [-1.4088, 0.3303, -2.2918], [-2.2307, -0.6952, -2.5364], [-1.4173, 1.7627, -3.2472], [-0.0092, 5.7846, -1.8499], [-0.4329, 4.6011, -0.6083], [-1.4510, 4.7914, -2.0401], [1.4445, 3.7336, -2.0282], [0.4755, 3.9778, -3.4760], [-2.1912, -1.5301, -1.9768], [-2.9258, -0.6381, -3.2599]]
}



# 3
{
  "formula": "C13H20O7S",
  "method": "ωB97M-V/def2-TZVPD",
  "smiles": "C=CCC1=C(OCCC)C(=O)OC1=O.CCOS(C)(=O)=O",
  "homo_lumo_gap_ha": 0.3114,
  "e_homo_ev": -8.717,
  "spin_multiplicity": 1,
  "total_charge": 0,
  "elements": ["C", "C", "C", "C", "C", "O", "C", "C", "C", "C", "O", "O", "C", "O", "H", "H", "H", "H", "H", "H", "H", "H", "H", "H", "H", "H", "O", "S", "O", "O", "C", "C", "C", "H", "H", "H", "H", "H", "H", "H", "H"],
  "xyz": [[-1.4642, 2.3490, -3.6328], [-0.4121, 1.6028, -3.2523], [-0.4508, 0.6429, -2.0893], [0.7262, -0.2678, -2.1501], [1.9971, -0.0426, -1.8119], [2.4645, 1.1111, -1.3427], [3.6407, 1.0466, -0.5186], [3.3111, 1.0634, 0.9553], [2.4389, -0.1229, 1.4205], [2.7346, -1.3115, -2.1320], [3.8100, -1.7283, -1.8145], [1.8943, -2.1144, -2.8999], [0.6082, -1.6422, -2.6833], [-0.3984, -2.2826, -2.8619], [-2.4564, 1.9282, -3.7164], [-1.3102, 3.3976, -3.8477], [0.5047, 1.6700, -3.8289], [-0.5034, 1.1654, -1.1416], [-1.3474, 0.0244, -2.1779], [4.2912, 0.2060, -0.7313], [4.2197, 1.9383, -0.7432], [2.8657, 1.9961, 1.2873], [4.2622, 0.9926, 1.4802], [1.6068, 0.2698, 1.9924], [3.0147, -0.8018, 2.0376], [2.0087, -0.7077, 0.6128], [-1.5284, 0.6860, 1.0498], [-1.8084, 0.2029, 2.3694], [-0.8551, -0.5988, 3.0706], [-3.2098, -0.5460, 2.3587], [-3.4027, -1.5971, 1.3869], [-2.7101, -2.8852, 1.7846], [-2.2848, 1.5524, 3.3938], [-3.0765, -1.2579, 0.4025], [-4.4782, -1.7542, 1.3360], [-1.6266, -2.7760, 1.7592], [-2.9872, -3.6866, 1.0998], [-2.9859, -3.1719, 2.7993], [-3.0382, 2.1383, 2.8751], [-1.3948, 2.1512, 3.5732], [-2.6697, 1.1605, 4.3312]]
}



# 4
{
  "formula": "C13H21BrF3INO4PS",
  "method": "ωB97M-V/def2-TZVPD",
  "smiles": "C[C@]1(CCCBr)NC(=O)C[C@@]1(P(O)I)C(F)(F)F.O=S1(=O)CCCC1",
  "homo_lumo_gap_ha": 0.3197,
  "e_homo_ev": -9.032,
  "spin_multiplicity": 1,
  "total_charge": 0,
  "elements": ["C", "C", "C", "C", "C", "Br", "N", "C", "O", "C", "C", "P", "O", "I", "C", "F", "F", "F", "H", "H", "H", "H", "H", "H", "H", "H", "H", "H", "H", "H", "H", "C", "C", "C", "S", "O", "O", "C", "H", "H", "H", "H", "H", "H", "H", "H"],
  "xyz": [[3.2699, 1.4994, 0.4184], [2.5968, 0.0539, 0.6856], [1.2368, 0.1454, -0.1607], [-0.0824, 0.3985, 0.7067], [-0.8909, -0.9234, 1.0899], [-1.5754, -1.9173, -0.5120], [2.4159, 0.1073, 2.1935], [3.7309, -0.3046, 2.7655], [4.4470, 0.3375, 3.5534], [3.9434, -1.7121, 2.0494], [3.5027, -1.2579, 0.5467], [5.0775, -1.2311, -0.5235], [4.9528, -0.0033, -1.7454], [6.9868, -0.4236, 0.8668], [2.7995, -2.6304, 0.0387], [1.6169, -2.8926, 0.7738], [2.5748, -2.6672, -1.3428], [3.7579, -3.6580, 0.2946], [2.5662, 2.3307, 0.7902], [3.3943, 1.7091, -0.7066], [4.2924, 1.6238, 0.9105], [1.3460, 1.0586, -0.8499], [1.0477, -0.7516, -0.8459], [0.0902, 1.0590, 1.6325], [-0.7883, 1.0183, 0.0401], [-1.8335, -0.5879, 1.6530], [-0.3443, -1.6311, 1.7864], [2.4011, 1.0898, 2.5297], [3.2070, -2.3762, 2.6222], [4.9215, -2.2732, 2.1603], [5.4048, 0.7960, -1.3778], [-5.0235, 0.6000, -2.7217], [-6.1738, 1.3341, -2.0289], [-6.0586, 1.0550, -0.5287], [-4.3221, 0.7634, -0.2059], [-4.1550, -0.6091, 0.2107], [-3.7855, 1.8698, 0.5554], [-3.7796, 0.9110, -1.8994], [-4.9072, 0.9170, -3.7598], [-5.2164, -0.4774, -2.7163], [-6.0822, 2.4094, -2.2118], [-7.1454, 1.0182, -2.4147], [-6.3990, 1.9028, 0.0661], [-6.6096, 0.1570, -0.2453], [-2.9566, 0.2220, -2.0871], [-3.4517, 1.9409, -2.0560]]
}



# 5
{
  "formula": "C13H21BrN4O5PS2",
  "method": "ωB97M-V/def2-TZVPD",
  "smiles": "CC(=O)OCCC[N@@+](CCCSC(=S)n1ccnc1)(CON=O)P(O)Br",
  "homo_lumo_gap_ha": 0.2789,
  "e_homo_ev": -11.458,
  "spin_multiplicity": 1,
  "total_charge": 1,
  "elements": ["C", "C", "O", "O", "C", "C", "C", "N", "C", "C", "C", "S", "C", "S", "N", "C", "C", "N", "C", "C", "O", "N", "O", "P", "O", "Br", "H", "H", "H", "H", "H", "H", "H", "H", "H", "H", "H", "H", "H", "H", "H", "H", "H", "H", "H", "H", "H"],
  "xyz": [[-3.2462, -2.4002, -2.9851], [-2.1071, -1.5767, -3.5082], [-2.0805, -1.0079, -4.5636], [-1.0629, -1.5016, -2.6249], [0.1914, -1.1825, -3.2307], [1.2577, -1.2997, -2.1483], [1.4282, 0.0540, -1.4575], [2.0100, 0.0251, -0.0662], [0.9313, 0.0843, 1.0211], [-0.3209, -0.7319, 0.7243], [-1.1633, -1.0348, 1.9934], [-0.8034, -0.0900, 3.5045], [-2.0133, 1.2381, 3.5168], [-3.2602, 1.2074, 4.5197], [-1.7457, 2.3513, 2.6843], [-1.5952, 3.6538, 3.1099], [-1.3604, 4.3796, 1.9869], [-1.3678, 3.5703, 0.8755], [-1.5961, 2.3721, 1.3247], [2.9722, -1.0837, 0.1714], [2.2620, -2.2187, 0.5834], [3.1865, -3.1698, 1.3079], [2.6710, -3.5612, 2.2440], [3.1151, 1.5816, 0.0539], [1.9996, 2.6146, -0.4721], [3.0821, 2.0034, 2.1964], [-3.8156, -2.7801, -3.8268], [-3.8820, -1.7587, -2.3737], [-2.8727, -3.2082, -2.3618], [0.1511, -0.1695, -3.6385], [0.4127, -1.8455, -4.0655], [2.1939, -1.6087, -2.6130], [0.9613, -2.0850, -1.4589], [2.1183, 0.6395, -2.0718], [0.5019, 0.6212, -1.4333], [0.6519, 1.1334, 1.0943], [1.4086, -0.2259, 1.9428], [-0.9479, -0.2204, -0.0022], [-0.0536, -1.6811, 0.2708], [-1.0311, -2.0798, 2.2679], [-2.2208, -0.9290, 1.7550], [-1.6543, 3.9593, 4.1394], [-1.1864, 5.4385, 1.8992], [-1.6776, 1.4826, 0.7314], [3.6522, -0.7589, 0.9675], [3.5684, -1.2665, -0.7242], [2.3378, 3.0660, -1.2603]]
}



# 6
{
  "formula": "C13H21N10O2PdS",
  "method": "ωB97M-V/def2-TZVPD",
  "homo_lumo_gap_ha": 0.2804,
  "e_homo_ev": -16.473,
  "spin_multiplicity": 1,
  "total_charge": 3,
  "elements": ["Pd", "N", "N", "C", "N", "N", "N", "O", "O", "H", "H", "H", "H", "H", "N", "C", "C", "C", "C", "C", "C", "N", "C", "C", "C", "S", "C", "N", "H", "H", "H", "H", "H", "H", "H", "N", "C", "C", "N", "H", "H", "H", "H", "H", "H", "H", "H", "H"],
  "xyz": [[-0.0567, 0.0891, -0.7714], [2.5365, -0.0632, 0.5942], [2.1877, -0.7396, 1.7651], [0.9438, -1.1960, 1.9934], [0.7373, -1.7871, 3.1583], [0.0263, -1.0091, 1.0130], [-1.2912, -1.5117, 1.1787], [-1.9948, -1.3209, 0.2003], [-1.6446, -2.0883, 2.1775], [3.3866, -0.4723, 0.2240], [2.7173, 0.9126, 0.8091], [2.8566, -0.7962, 2.5204], [1.4851, -1.8868, 3.8277], [-0.1866, -2.1102, 3.3981], [-1.2455, 3.8937, -0.0728], [-0.9257, 3.7344, 1.2693], [-1.0425, 4.6233, 2.3337], [-0.6295, 4.1660, 3.5619], [-0.1161, 2.8671, 3.7182], [0.0000, 1.9975, 2.6553], [-0.4138, 2.4436, 1.4004], [-0.4328, 1.8486, 0.1205], [-0.9421, 2.7583, -0.6990], [-1.0988, 2.4220, -2.0987], [-1.6157, 3.1016, -3.1501], [-1.5427, 2.1372, -4.5514], [-0.8362, 0.8844, -3.6755], [-0.6521, 1.1495, -2.4022], [-1.6464, 4.7195, -0.4902], [-1.4405, 5.6211, 2.2042], [-0.7016, 4.8151, 4.4238], [0.1894, 2.5449, 4.7047], [0.3870, 1.0055, 2.8086], [-2.0322, 4.0974, -3.1796], [-0.5509, -0.0417, -4.1521], [-0.0960, -4.9718, -2.5380], [1.0766, -4.0697, -2.1911], [0.7370, -2.8931, -1.2786], [0.1318, -1.7024, -1.9096], [0.2271, -5.7847, -3.0729], [-0.8081, -4.5146, -3.1102], [-0.5593, -5.3380, -1.7019], [1.5128, -3.7520, -3.1371], [1.7952, -4.7150, -1.6906], [1.6764, -2.5830, -0.8256], [0.0883, -3.2100, -0.4613], [-0.8419, -1.8539, -2.1603], [0.6451, -1.4214, -2.7402]]
}